No. 1
The following is a quantum chemistry calculation of a structure of composition C10H24MgN4O7 in a non-equilibrium geometry, from OMol25.

CARTESIAN COORDINATES (ANGSTROEM)
C (-1.65, -2.34, 1.07)
H (-2.96, 0.62, 0.21)
H (-1.32, 0.25, 2.75)
H (-2.01, 1.42, -4.38)
H (-0.99, -4.78, 0.07)
H (-2.12, -4.36, -1.24)
N (-0.66, -1.67, -0.93)
N (1.12, 1.26, -0.90)
H (-2.24, 2.01, 0.29)
C (1.48, 3.77, 1.85)
H (2.64, 3.28, -1.96)
C (-1.17, -2.69, -0.25)
H (1.75, 3.39, 2.84)
O (-2.26, 1.16, -0.19)
O (1.79, 0.57, -1.76)
H (1.11, -0.57, 2.94)
O (-0.28, 0.29, -4.79)
H (-0.37, -4.22, -1.52)
H (3.12, 3.92, -0.36)
C (1.09, 2.66, 0.95)
H (0.58, -1.30, -2.34)
C (-2.30, -3.32, 1.99)
N (-1.39, -1.07, 1.39)
O (1.56, -0.78, 0.96)
C (-1.16, -4.09, -0.77)
C (2.00, -0.63, 2.31)
H (3.73, 2.34, -0.92)
H (-2.91, -2.80, 2.74)
H (2.59, 0.29, 2.42)
H (-1.55, -3.93, 2.51)
H (-0.78, 0.07, -5.59)
H (-0.65, 1.53, -3.20)
C (2.86, 3.02, -0.91)
O (-0.05, -2.04, -2.15)
C (-1.21, 0.86, -3.86)
O (-1.71, -0.68, 2.69)
H (2.61, -1.50, 2.60)
Mg (-0.34, 0.12, 0.07)
H (2.30, -0.90, 0.34)
N (0.10, 1.79, 1.28)
H (0.64, 4.47, 1.97)
C (1.69, 2.34, -0.31)
O (-0.44, 1.85, 2.46)
H (2.33, 4.32, 1.43)
H (-2.95, -4.00, 1.42)
H (-1.64, 0.06, -3.24)

Properties
Orbital gap (spin up / spin down): 4.5 / 4.6 eV
HOMO (spin up / spin down): -0.205 / -0.206 Eh
LUMO energy (spin up / spin down): -1.04 / -1.04 eV

Atom charges from the Mulliken analysis, given in e for atoms 1 to 6: C 0.282; H 0.275; H 0.422; H 0.390; H 0.408; H 0.306

=====

No. 2
The following is a quantum chemistry calculation of the ion C10H24N4O with charge +2 in a non-equilibrium geometry, from OMol25.

CARTESIAN COORDINATES (ANGSTROEM)
H (0.64, 3.19, 0.48)
N (1.32, 0.43, 1.31)
O (-1.22, -0.91, 0.40)
C (2.01, 0.87, 0.20)
H (-3.35, -2.30, 0.16)
H (0.20, -3.24, 0.10)
H (-0.25, -3.80, 1.72)
H (-1.98, -0.86, 2.41)
H (-2.71, -2.26, 2.88)
H (-0.55, -1.54, -1.38)
H (1.28, 3.88, -0.89)
H (1.94, 0.05, 2.05)
H (0.83, -2.48, 1.46)
H (-2.40, 1.65, -1.47)
C (-0.92, -0.79, -0.82)
C (-1.40, -2.28, 1.02)
C (-1.80, -1.87, 2.48)
N (-0.98, 0.37, -1.44)
H (-0.45, 2.74, -2.37)
C (0.75, 3.06, -0.56)
H (3.12, -0.90, 0.23)
H (-1.01, -2.03, 3.24)
C (-2.60, -3.02, 0.46)
H (3.49, 2.49, -1.46)
C (-0.07, -3.02, 1.07)
N (2.63, 2.09, -1.85)
H (-2.76, -3.84, 1.07)
H (-1.05, 3.95, -1.29)
H (3.95, 0.53, -0.15)
C (-0.55, 2.85, -1.36)
C (-1.47, 1.69, -0.98)
H (-1.62, 1.61, 0.21)
H (-2.38, -3.41, -0.65)
H (2.67, 1.10, -2.32)
N (3.09, 0.04, -0.12)
H (0.45, 0.77, 1.53)
H (-0.68, 0.47, -2.41)
H (2.15, 2.83, -2.32)
C (1.66, 1.90, -0.65)

Properties
Orbital gap: 9.3 eV
Total charge: +2
HOMO: -0.568 Eh
Energy above the lowest of the compared OMol25 structures with the same formula, charge and spin: 0.00 kcal/mol
SMILES: CC(C)(C)O/C=[NH+]\CCCC([NH3+])=C(N)N
LUMO energy: -6.18 eV

Atom charges from the Mulliken analysis, given in e for atoms 1 to 6: H 0.413; N -0.337; O -0.332; C 0.535; H 0.431; H 0.528

=====

No. 3
The following is a quantum chemistry calculation of a structure of composition C10H24N6O6SSm in a non-equilibrium geometry, from OMol25.

CARTESIAN COORDINATES (ANGSTROEM)
N (0.14, 1.13, 4.37)
C (-2.20, 0.07, -2.85)
H (2.05, -3.54, -2.82)
C (2.22, -3.80, -1.76)
O (2.24, 3.01, -0.84)
H (-1.24, 3.56, 2.75)
O (-1.58, -2.01, 0.59)
N (1.12, 2.27, -0.36)
C (0.05, -3.10, -0.54)
O (-0.65, -0.79, -3.08)
H (-1.75, 0.81, -2.17)
O (2.69, -1.06, -1.35)
H (-2.67, -0.75, -2.30)
C (0.47, 4.55, 0.40)
N (-0.61, 1.00, 0.91)
H (0.55, 2.05, 4.22)
H (1.97, -4.85, -1.63)
H (-0.01, -5.17, -1.03)
C (0.25, 3.08, 0.29)
H (0.47, 0.16, -3.60)
C (-1.73, 2.99, 1.94)
H (-0.87, -4.74, 0.48)
S (0.98, 0.65, 1.91)
H (-0.15, 0.89, 5.33)
H (-2.38, 3.70, 1.41)
H (-0.83, -1.17, 4.47)
H (-2.51, 0.40, -3.84)
H (3.28, -3.65, -1.55)
Sm (0.75, 0.02, -1.16)
H (-1.66, -0.63, 1.08)
O (-1.74, 0.35, 1.41)
C (-0.74, 2.40, 1.01)
C (-0.66, -4.41, -0.56)
N (-0.25, -1.00, 3.64)
H (-0.60, -1.63, -3.57)
N (1.95, -1.73, -0.43)
H (-1.60, -4.35, -1.12)
O (1.20, 0.79, -3.38)
H (0.94, 4.79, 1.37)
C (0.22, 0.21, 3.42)
H (-0.49, 5.10, 0.36)
H (1.19, 1.49, -4.07)
H (2.90, 2.35, -1.11)
C (1.42, -2.93, -0.89)
H (-0.35, -1.68, 2.88)
H (1.13, 4.90, -0.41)
N (-0.56, -1.93, -0.20)
H (-2.36, 2.21, 2.39)

Properties
Orbital gap (spin up / spin down): 6.2 / 6.2 eV
2S+1: 6
Total charge: +1
HOMO (spin up / spin down): -0.345 / -0.345 Eh
LUMO energy (spin up / spin down): -3.21 / -3.22 eV

Atom charges from the Mulliken analysis, given in e for atoms 1 to 6: N -0.381; C -0.200; H 0.198; C -1.363; O -0.581; H 0.261

=====

No. 4
The following is a quantum chemistry calculation of a structure of composition C10H25CaF6N6O4S2, from OMol25.

CARTESIAN COORDINATES (ANGSTROEM)
H (0.04, 0.77, -2.96)
N (-2.59, 0.19, 0.13)
H (2.30, -3.75, -0.33)
H (0.00, -2.96, -1.16)
C (2.05, 2.76, 3.57)
O (0.05, 2.25, -0.92)
N (-0.40, -1.22, 2.06)
H (2.71, -0.30, -1.59)
F (2.13, 4.00, 3.11)
F (0.88, 2.60, 4.20)
C (1.96, -2.77, -0.67)
N (0.82, 1.80, 1.31)
N (2.47, -0.36, -0.60)
H (0.84, -0.60, -3.21)
H (-2.25, -1.33, -1.82)
N (0.52, -2.59, -0.37)
N (-0.02, -0.23, -2.81)
H (2.78, -1.66, 1.00)
H (-0.06, -3.14, 2.95)
O (1.66, 3.89, 0.04)
H (-1.89, 1.34, -2.23)
H (-3.43, 1.18, -3.03)
H (1.34, -2.35, 2.27)
C (-0.82, 3.87, 0.91)
C (0.05, -3.31, 0.83)
C (0.28, -2.53, 2.11)
H (2.07, -2.76, -1.76)
S (0.62, 2.94, 0.23)
C (-3.45, 0.79, -0.92)
F (-0.50, 4.44, 2.06)
F (-1.19, 4.79, 0.04)
O (1.99, 0.26, 2.79)
H (-0.95, -1.82, -3.81)
H (-1.32, -0.25, -4.50)
H (-2.94, -0.73, 0.37)
Ca (-0.03, -0.07, -0.21)
H (0.06, -0.59, 2.71)
C (-2.43, -0.71, -2.70)
H (-3.63, 1.83, -0.66)
O (3.35, 1.84, 1.46)
H (3.89, -1.94, -0.33)
C (-1.17, -0.78, -3.56)
H (-1.03, -3.48, 0.71)
H (-1.36, -1.32, 2.36)
H (0.52, -4.30, 0.91)
H (-2.69, 0.73, 0.98)
H (3.03, 0.35, -0.14)
H (-3.26, -1.17, -3.23)
S (2.15, 1.55, 2.18)
F (3.04, 2.52, 4.41)
C (2.86, -1.69, -0.09)
F (-1.85, 3.03, 1.12)
C (-2.78, 0.72, -2.28)
H (-4.43, 0.30, -0.94)

Properties
Orbital gap: 11.0 eV
Total charge: +1
HOMO: -0.503 Eh
Energy above the lowest of the compared OMol25 structures with the same formula, charge and spin: 0.15 kcal/mol
LUMO energy: -2.64 eV

Atom charges from the Mulliken analysis, given in e for atoms 1 to 6: H 0.236; N -0.488; H 0.341; H 0.194; C 0.542; O -0.614